ORCA calculation (ωB97M-V with the def2-TZVPD basis set) on C4H30BO23 as an isolated structure.

```
58
Properties=species:S:1:pos:R:3
O 8.339 -26.477 56.503
C 8.703 -25.659 55.632
O 8.169 -25.546 54.447
B 9.108 -24.879 53.629
O 10.304 -24.695 54.337
C 10.078 -25.275 55.461
O 10.932 -25.296 56.322
O 8.623 -23.609 53.085
C 8.632 -23.589 51.861
O 8.460 -22.681 51.129
C 9.016 -24.925 51.359
O 9.304 -25.653 52.360
O 9.553 -25.231 50.288
O 6.881 -28.980 54.601
H 6.987 -28.532 55.478
H 6.052 -28.934 54.276
O 11.794 -26.537 50.023
H 11.161 -25.957 50.059
H 12.570 -25.975 50.103
O 11.116 -21.819 52.331
H 11.715 -21.271 51.743
H 10.223 -21.665 52.018
O 6.085 -21.948 54.411
H 6.127 -21.190 53.868
H 6.776 -22.516 53.948
O 6.624 -28.123 59.068
H 7.564 -28.093 59.120
H 6.567 -27.427 58.464
O 8.784 -26.050 59.314
H 8.598 -25.210 58.853
H 9.707 -26.063 59.662
O 7.750 -19.691 50.595
H 8.124 -20.410 50.203
H 7.222 -19.115 50.013
O 5.920 -26.623 52.746
H 6.272 -27.111 52.104
H 6.583 -26.332 53.389
O 11.583 -22.842 57.231
H 11.648 -23.760 56.867
H 11.120 -22.264 56.661
O 10.399 -21.322 55.158
H 10.796 -20.429 54.986
H 10.495 -21.761 54.270
O 7.402 -26.061 48.672
H 8.306 -26.356 49.038
H 7.165 -25.240 48.941
O 10.276 -27.499 47.898
H 9.923 -28.367 47.911
H 10.782 -27.507 48.783
O 5.971 -27.457 56.971
H 5.444 -26.640 56.821
H 6.888 -26.974 56.962
O 12.477 -26.877 58.223
H 11.987 -26.168 57.767
H 12.334 -27.715 57.882
O 9.277 -28.747 57.912
H 9.138 -27.900 57.604
H 10.027 -29.093 57.432
```

HOMO level: -7.39 eV
HOMO-LUMO gap: 8.02 eV
ΔE to the lowest compared entry with this formula, charge and spin: 5.813 eV
Charge: -1
E_LUMO: 0.0231 Eh
Molar mass: 457.07 g/mol
F_max: 8.066 eV Å⁻¹

Results of the natural (NBO) charge analysis, in e, for atoms 1 through 4: O -0.5901; C 0.7173; O -0.6197; B 1.1629

ORCA calculation (ωB97M-V with the def2-TZVPD basis set) on a 10-piece molecular cluster, C16H56N4O10 overall.

```
86
Properties=species:S:1:pos:R:3
C -6.099 -18.525 -10.063
C -6.224 -19.704 -9.190
C -4.899 -20.571 -8.981
O -4.463 -21.116 -10.206
C -3.240 -21.873 -10.107
N -6.747 -19.338 -7.902
H -7.001 -17.932 -10.218
H -5.808 -18.853 -11.061
H -5.422 -17.773 -9.657
H -6.968 -20.362 -9.641
H -5.111 -21.293 -8.191
H -4.202 -19.828 -8.595
H -2.333 -21.313 -9.877
H -3.048 -22.363 -11.062
H -3.317 -22.602 -9.299
H -6.777 -20.170 -7.330
H -6.117 -18.681 -7.465
C -9.647 -18.067 -6.285
C -9.876 -17.820 -7.774
C -8.946 -16.654 -8.256
O -9.302 -16.256 -9.621
C -8.834 -14.920 -9.930
N -9.577 -19.079 -8.393
H -10.054 -17.229 -5.719
H -8.622 -18.299 -5.998
H -10.168 -18.954 -5.925
H -10.934 -17.582 -7.882
H -7.872 -16.806 -8.150
H -9.201 -15.886 -7.526
H -7.749 -14.902 -10.030
H -9.055 -14.237 -9.109
H -9.307 -14.599 -10.858
H -8.626 -19.280 -8.116
H -9.335 -18.756 -9.319
C -6.549 -11.549 -4.968
C -7.846 -11.375 -5.673
C -8.709 -12.722 -5.556
O -8.764 -13.285 -4.270
C -9.762 -14.284 -4.169
N -8.519 -10.278 -4.985
H -5.875 -10.749 -5.273
H -6.074 -12.490 -5.245
H -6.478 -11.631 -3.883
H -7.673 -11.096 -6.712
H -8.182 -13.433 -6.192
H -9.652 -12.510 -6.061
H -9.627 -15.117 -4.859
H -10.765 -13.872 -4.277
H -9.683 -14.806 -3.215
H -7.926 -9.631 -4.484
H -8.943 -10.741 -4.194
C -2.939 -18.592 -1.093
C -3.351 -17.385 -1.945
C -4.769 -17.443 -2.506
O -5.825 -17.650 -1.573
C -7.074 -17.427 -2.166
N -3.215 -16.229 -1.081
H -1.871 -18.453 -0.927
H -2.928 -19.448 -1.767
H -3.339 -18.764 -0.094
H -2.665 -17.385 -2.792
H -4.683 -18.343 -3.114
H -4.908 -16.664 -3.256
H -7.827 -17.798 -1.471
H -7.115 -17.774 -3.199
H -7.220 -16.352 -2.269
H -2.307 -16.279 -0.642
H -3.886 -16.223 -0.326
O -5.719 -14.126 -3.473
H -6.639 -13.893 -3.602
H -5.618 -14.186 -2.523
O -3.651 -14.171 -7.295
H -3.082 -14.784 -7.761
H -4.288 -14.728 -6.848
O -6.287 -13.608 -8.548
H -6.273 -13.985 -7.668
H -5.408 -13.766 -8.891
O -4.507 -18.219 -6.489
H -4.099 -19.082 -6.554
H -3.810 -17.648 -6.166
O -5.874 -15.180 -6.122
H -5.958 -16.133 -6.084
H -5.741 -14.915 -5.212
O -3.150 -14.537 -3.317
H -3.164 -15.342 -2.799
H -4.073 -14.342 -3.482
```

HOMO level: -8.75 eV
SMILES string: COC[C@H](C)N.COC[C@H](C)N.COC[C@H](C)N.COC[C@H](C)N.O.O.O.O.O.O
HOMO-LUMO gap: 8.56 eV
ΔE to the lowest compared entry with this formula, charge and spin: 2.634 eV
E_LUMO: -0.0068 Eh
Molar mass: 464.64 g/mol
F_max: 3.076 eV Å⁻¹

Results of the Mulliken charge analysis, in e, for atoms 1 through 4: C -1.3993; C 0.5070; C -0.6748; O -0.3571

ORCA calculation (ωB97M-V with the def2-TZVPD basis set) on C21H50BrFGaO5 as an isolated structure.

```
79
Properties=species:S:1:pos:R:3
C -3.134 -0.771 -0.449
C -3.476 -1.524 -1.819
C -2.276 -1.617 -2.884
Br -0.638 -0.588 -2.410
Ga -1.636 -3.587 -3.221
C -1.148 -4.325 -1.329
C 0.382 -4.099 -0.949
O 0.748 -3.241 -0.108
F 1.421 -4.896 -1.533
H -2.485 -1.444 0.203
H -2.680 0.266 -0.564
H -4.143 -0.613 0.095
H -3.890 -2.571 -1.556
H -4.341 -0.961 -2.334
H -2.656 -1.188 -3.877
H -0.277 -3.425 -4.097
H -2.727 -4.477 -3.981
H -1.767 -3.761 -0.546
H -1.388 -5.439 -1.313
C 3.898 -2.686 -0.692
C 4.002 -3.744 0.390
O 5.342 -4.016 0.792
C 6.062 -2.931 1.354
C 5.440 -2.381 2.625
H 4.535 -2.939 -1.544
H 2.867 -2.594 -1.037
H 4.216 -1.706 -0.326
H 3.602 -4.683 -0.001
H 3.389 -3.484 1.258
H 6.201 -2.140 0.608
H 7.061 -3.312 1.588
H 4.472 -1.915 2.426
H 6.089 -1.624 3.072
H 5.274 -3.181 3.351
C 2.635 0.415 1.364
C 2.772 1.805 0.770
O 1.969 2.782 1.420
C 2.241 3.009 2.794
C 3.649 3.508 3.061
H 1.586 0.114 1.408
H 3.186 -0.312 0.765
H 3.029 0.374 2.384
H 2.438 1.775 -0.270
H 3.820 2.125 0.750
H 2.023 2.107 3.378
H 1.530 3.770 3.128
H 4.396 2.747 2.818
H 3.770 3.768 4.115
H 3.869 4.388 2.450
C 1.293 7.530 2.267
C 0.635 7.617 3.633
O 1.465 7.164 4.693
C 2.678 7.875 4.892
C 2.476 9.339 5.234
H 1.673 6.522 2.085
H 0.580 7.787 1.481
H 2.140 8.217 2.186
H -0.248 6.972 3.637
H 0.277 8.632 3.835
H 3.333 7.759 4.021
H 3.188 7.386 5.727
H 2.041 9.890 4.395
H 3.430 9.810 5.482
H 1.795 9.448 6.083
C -6.855 -2.884 -6.084
C -5.988 -3.495 -4.996
O -6.641 -3.590 -3.738
C -7.806 -4.399 -3.692
C -7.549 -5.853 -4.041
H -7.260 -1.921 -5.761
H -6.274 -2.736 -6.997
H -7.704 -3.529 -6.329
H -5.116 -2.853 -4.843
H -5.602 -4.473 -5.300
H -8.591 -3.972 -4.327
H -8.178 -4.345 -2.665
H -7.251 -5.967 -5.087
H -8.452 -6.449 -3.886
H -6.743 -6.262 -3.427
```

HOMO level: -4.91 eV
HOMO-LUMO gap: 7.10 eV
Charge: -1
E_LUMO: 0.0805 Eh
Molar mass: 551.25 g/mol
F_max: 4.916 eV Å⁻¹

Results of the Mulliken charge analysis, in e, for atoms 1 through 4: C -1.1182; C -0.1795; C -0.4480; Br -0.2826

ORCA calculation (ωB97M-V with the def2-TZVPD basis set) on one molecule with the formula C13H25NO5.

```
44
Properties=species:S:1:pos:R:3
C 2.875 1.930 0.425
C 3.820 1.477 -0.681
C 4.064 -0.033 -0.683
C 2.853 -0.855 -1.109
H 2.358 -0.403 -1.976
H 3.152 -1.873 -1.384
O 1.923 -0.932 -0.031
C 0.901 -1.788 -0.214
O 0.783 -2.491 -1.194
N 0.040 -1.814 0.834
C 0.150 -0.904 1.949
H 1.178 -0.544 1.984
H -0.079 -1.443 2.873
C -0.799 0.291 1.824
H -1.832 -0.073 1.764
H -0.695 0.935 2.711
O -0.452 1.011 0.661
C -1.115 2.243 0.505
H -0.593 2.750 -0.310
C -2.611 2.151 0.156
H -3.066 3.130 0.326
O -2.865 1.870 -1.202
C -2.561 0.553 -1.618
C -3.500 -0.509 -1.007
O -2.914 -1.221 0.063
C -2.107 -2.305 -0.357
C -1.106 -2.699 0.733
H -0.739 -3.701 0.489
H -1.609 -2.719 1.699
H -2.753 -3.170 -0.574
H -1.551 -2.055 -1.266
H -4.383 -0.011 -0.597
H -3.830 -1.210 -1.783
H -2.676 0.580 -2.703
H -1.522 0.302 -1.372
H -3.102 1.416 0.805
H -1.009 2.840 1.425
H 4.369 -0.356 0.314
H 4.875 -0.260 -1.377
H 3.414 1.773 -1.652
H 4.782 1.980 -0.559
H 2.751 3.011 0.392
H 1.901 1.464 0.316
H 3.280 1.662 1.399
```

HOMO level: -9.11 eV
SMILES string: CCCCOC(=O)N1CCOCCOCCOCC1
HOMO-LUMO gap: 10.03 eV
ΔE to the lowest compared entry with this formula, charge and spin: 0.000 eV
E_LUMO: 0.0339 Eh
Molar mass: 275.34 g/mol
F_max: 0.645 eV Å⁻¹

Results of the natural (NBO) charge analysis, in e, for atoms 1 through 4: C -0.6211; C -0.3886; C -0.4165; C -0.0648

ORCA calculation (ωB97M-V with the def2-TZVPD basis set) on one molecule with the formula C3H3NO2.

```
9
Properties=species:S:1:pos:R:3
O -0.980 -1.490 1.524
C -0.502 -0.734 0.740
C 0.858 0.020 0.451
N 0.750 0.515 -0.900
C -0.487 0.495 -1.177
O -1.348 -0.037 -0.269
H 0.765 0.867 1.147
H 1.819 -0.477 0.621
H -0.875 0.841 -2.136
```

HOMO level: -10.60 eV
SMILES string: O=C1CN=CO1
HOMO-LUMO gap: 11.28 eV
ΔE to the lowest compared entry with this formula, charge and spin: 1.133 eV
E_LUMO: 0.0251 Eh
Molar mass: 85.06 g/mol
F_max: 1.791 eV Å⁻¹

Results of the natural (NBO) charge analysis, in e, for atoms 1 through 4: O -0.4906; C 0.7849; C -0.3769; N -0.4545